[1]
The following is a quantum chemistry calculation of an isolated molecule of C13H17NO3, from the Open Molecules 2025 dataset.

## Properties
- Total charge: 0
- SMILES string: COc1cccc(C(=O)NC[C@@H]2CCCO2)c1
- Kohn-Sham gap: 0.350 hartree
- Relative energy (zero: lowest compared OMol25 entry of this formula, charge and spin): 30.7 kcal/mol

Atoms and positions in Å:
C1 -2.0677 5.4061 2.6363
H1 -2.8940 4.9026 3.1491
O1 -1.6639 4.7006 1.4884
C2 -1.1801 3.4381 1.6346
C3 -0.7823 2.7990 0.4608
C4 -0.2922 1.5043 0.4887
C5 -0.1659 0.8394 1.7074
C6 -0.5470 1.4781 2.8708
C7 -1.0610 2.7651 2.8463
H2 -1.3541 3.2307 3.7741
H3 -0.4445 0.9718 3.8195
H4 0.2556 -0.1539 1.7549
C8 0.1280 0.8841 -0.8043
O2 0.6191 1.5258 -1.7132
N1 -0.1309 -0.4417 -0.8999
H5 -0.4582 -0.9522 -0.0947
C9 0.3523 -1.2487 -1.9904
H6 0.7762 -0.5698 -2.7332
C10 1.4233 -2.2328 -1.4885
H7 2.2571 -1.6540 -1.0713
C11 1.8800 -3.2052 -2.5822
H8 2.9237 -3.4805 -2.4295
H9 1.7697 -2.7765 -3.5752
C12 0.9751 -4.4129 -2.3456
H10 0.0060 -4.2640 -2.8225
C13 0.8306 -4.3877 -0.8258
H11 1.6643 -4.9220 -0.3486
O3 0.8697 -3.0250 -0.4398
H12 -0.1096 -4.8165 -0.4708
H13 1.4051 -5.3451 -2.7034
H14 -0.4820 -1.8053 -2.4295
H15 -0.8597 3.3230 -0.4785
H16 -2.4056 6.3781 2.2805
H17 -1.2372 5.5468 3.3357

---

[2]
The following is a quantum chemistry calculation of a structure of composition C42H86I2N3O17S8 at a distorted geometry, from the Open Molecules 2025 dataset.

## Properties
- Total charge: +1
- Kohn-Sham gap: 0.290 hartree

Atoms and positions in Å:
C1 1.6519 -1.2292 0.8712
C2 2.0269 -0.9262 -0.6020
C3 2.9099 -2.0470 -1.1433
C4 2.6900 0.4628 -0.6997
C5 3.4900 0.7025 -1.9814
C6 1.7044 1.6149 -0.4677
O1 0.4067 1.4575 -1.0827
N1 -0.4809 0.6843 -0.2647
C7 -1.6549 1.4630 -0.2430
N2 -1.6945 2.6416 0.3672
N3 -2.7509 1.0589 -0.8766
C8 -2.8956 -0.2887 -1.4632
I1 -1.5784 -0.5598 -3.1454
C9 -4.3611 -0.4643 -1.8995
C10 -5.3538 -0.1860 -0.7787
I2 -4.6708 -2.4356 -2.6552
H1 0.6052 -1.5220 0.9820
H2 2.2835 -2.0239 1.2702
H3 1.8308 -0.3527 1.5067
H4 1.1010 -0.9170 -1.1846
H5 3.2469 -1.8745 -2.1633
H6 2.3479 -2.9840 -1.1537
H7 3.7851 -2.2139 -0.5111
H8 3.4020 0.5195 0.1321
H9 4.3451 0.0294 -2.0261
H10 2.8849 0.5658 -2.8812
H11 3.8994 1.7156 -1.9711
H12 2.0917 2.5177 -0.9404
H13 1.5938 1.8516 0.5985
H14 -0.0840 0.6444 0.6781
H15 -2.3515 3.3503 0.0752
H16 -1.0393 2.8629 1.0999
H17 -3.5701 1.3439 -0.3429
H18 -2.6520 -1.0585 -0.7301
H19 -4.5532 0.2238 -2.7195
H20 -5.2498 -0.8808 0.0567
H21 -5.3023 0.8547 -0.4400
H22 -6.3654 -0.3074 -1.1668
C11 -4.9911 5.7370 -3.3724
C12 -3.6443 5.0773 -3.7045
C13 -3.5231 3.8282 -2.8218
S1 -5.2119 3.2833 -2.5055
O2 -5.4591 3.3959 -1.0869
O3 -5.4515 2.0269 -3.1799
C14 -6.0250 4.6157 -3.3688
H23 -5.2533 6.5084 -4.0938
H24 -4.9470 6.2024 -2.3853
H25 -3.6248 4.7866 -4.7558
H26 -2.8091 5.7550 -3.5362
H27 -2.9750 3.0186 -3.3000
H28 -3.0777 4.0609 -1.8552
H29 -6.9504 4.8409 -2.8426
H30 -6.2414 4.2626 -4.3772
C15 -9.1027 0.2115 -2.7969
C16 -10.6206 0.3152 -2.5909
C17 -10.9486 1.7841 -2.2982
S2 -9.6744 2.7445 -3.1232
O4 -8.8755 3.4287 -2.1246
O5 -10.2203 3.4852 -4.2315
C18 -8.7314 1.3514 -3.7387
H31 -8.8135 -0.7538 -3.2109
H32 -8.5856 0.3391 -1.8422
H33 -11.1311 -0.0036 -3.5014
H34 -10.9654 -0.3252 -1.7808
H35 -11.9098 2.1055 -2.6879
H36 -10.8884 2.0233 -1.2389
H37 -7.6748 1.6087 -3.7321
H38 -9.0711 1.1614 -4.7566
C19 3.0841 -1.3689 5.8276
C20 4.5663 -1.1296 6.1486
C21 5.3872 -1.8543 5.0781
S3 4.3643 -1.8906 3.6013
O6 4.0249 -3.2576 3.2884
O7 4.9151 -1.0362 2.5768
C22 2.9273 -1.1041 4.3343
H39 2.4331 -0.7240 6.4165
H40 2.8169 -2.4052 6.0463
H41 4.7815 -0.0607 6.1181
H42 4.8312 -1.4823 7.1401
H43 6.3142 -1.3445 4.8311
H44 5.6004 -2.8862 5.3491
H45 2.0338 -1.5361 3.8890
H46 2.9917 -0.0400 4.1038
C23 2.8889 -7.3169 -3.2719
C24 1.9423 -6.6192 -4.2601
C25 2.3261 -5.1355 -4.2988
S4 4.0830 -5.0676 -3.9095
O8 4.2536 -4.3822 -2.6523
O9 4.8307 -4.6508 -5.0670
C26 4.2873 -6.8229 -3.6300
H47 2.8117 -8.4002 -3.3290
H48 2.6460 -7.0270 -2.2479
H49 2.0596 -7.0590 -5.2521
H50 0.9001 -6.7412 -3.9690
H51 2.1801 -4.6742 -5.2723
H52 1.8115 -4.5579 -3.5324
H53 5.0279 -6.9514 -2.8439
H54 4.6470 -7.2587 -4.5627
C27 3.9340 6.6536 0.3938
C28 5.4038 6.2214 0.4873
C29 5.4824 5.0837 1.5115
S5 3.8848 4.2610 1.4663
O10 3.2176 4.4332 2.7327
O11 4.0193 2.9373 0.9084
C30 3.1294 5.3640 0.2694
H55 3.7588 7.3131 -0.4545
H56 3.6410 7.1868 1.3003
H57 5.7441 5.8667 -0.4871
H58 6.0486 7.0482 0.7785
H59 6.2453 4.3445 1.2810
H60 5.6171 5.4505 2.5272
H61 2.0741 5.4672 0.5124
H62 3.2504 4.9101 -0.7148
C31 10.2644 0.1810 8.1238
C32 10.3613 -0.9205 9.1886
C33 8.9874 -1.5955 9.2742
S6 8.2459 -1.4175 7.6447
O12 7.0720 -0.5828 7.7515
O13 8.1415 -2.6985 6.9933
C34 9.5734 -0.4573 6.9236
H63 11.2442 0.5712 7.8537
H64 9.6635 1.0122 8.4986
H65 11.1144 -1.6518 8.8907
H66 10.6572 -0.5208 10.1569
H67 9.0404 -2.6567 9.5036
H68 8.3248 -1.0967 9.9787
H69 9.1439 0.2518 6.2198
H70 10.2277 -1.1556 6.4021
C35 -11.8667 8.2740 -1.9414
C36 -10.5089 7.6301 -2.2559
C37 -10.3794 6.3778 -1.3814
S7 -12.0594 5.8033 -1.0906
O14 -12.3511 5.9114 0.3163
O15 -12.2866 4.5608 -1.7875
C38 -12.8809 7.1364 -1.9599
H71 -12.1276 9.0473 -2.6623
H72 -11.8428 8.7327 -0.9506
H73 -10.4741 7.3469 -3.3098
H74 -9.6858 8.3197 -2.0718
H75 -9.8268 5.5707 -1.8552
H76 -9.9511 6.5966 -0.4049
H77 -13.8152 7.3566 -1.4491
H78 -13.0772 6.7860 -2.9728
C39 6.3305 -9.0548 -0.6580
C40 6.3529 -10.0478 0.5128
C41 5.0061 -10.7808 0.5210
S8 4.4317 -10.7852 -1.1855
O16 3.2287 -9.9905 -1.2659
O17 4.4604 -12.1191 -1.7232
C42 5.7976 -9.8381 -1.8522
H79 7.3187 -8.6449 -0.8608
H80 5.6622 -8.2209 -0.4296
H81 7.1619 -10.7651 0.3643
H82 6.5280 -9.5473 1.4635
H83 5.0798 -11.8131 0.8529
H84 4.2536 -10.2553 1.1056
H85 5.4222 -9.2243 -2.6661
H86 6.5288 -10.5514 -2.2311

---

[3]
The following is a quantum chemistry calculation of a cluster of 2 separate species, F3H3SSi2 in total at a distorted geometry, from the Open Molecules 2025 dataset.

## Properties
- Total charge: 0
- Kohn-Sham gap (alpha / beta): 0.217 / 0.296 hartree
- Relative energy (zero: lowest compared OMol25 entry of this formula, charge and spin): 81.7 kcal/mol

Atoms and positions in Å:
F1 2.9721 -0.5982 -1.1543
F2 2.6890 -1.1741 1.2369
F3 2.8206 1.2402 0.5694
Si1 -1.8600 -0.4383 -0.4347
Si2 2.1595 -0.1378 0.1416
S1 -2.3667 0.8091 1.2663
H1 -2.0524 0.4646 -1.6917
H2 -2.1613 -1.9621 -0.4004
H3 -2.2009 1.7967 0.4668

---

[4]
The following is a quantum chemistry calculation of a cluster of 8 separate species, C32H88N8O8 in total at a distorted geometry, from the Open Molecules 2025 dataset.

## Properties
- Total charge: 0
- SMILES string: COC[C@H](C)N.COC[C@H](C)N.COC[C@H](C)N.COC[C@H](C)N.COC[C@H](C)N.COC[C@H](C)N.COC[C@H](C)N.COC[C@H](C)N
- Kohn-Sham gap: 0.343 hartree
- Relative energy (zero: lowest compared OMol25 entry of this formula, charge and spin): 35.7 kcal/mol

Atoms and positions in Å:
C1 -4.5983 0.5810 1.9843
C2 -4.3260 1.5836 3.1139
C3 -5.0732 1.2770 4.4036
O1 -6.4209 1.6105 4.2653
C4 -7.1003 1.6237 5.5119
N1 -2.8742 1.5886 3.3751
H1 -4.0059 0.8147 1.1036
H2 -5.6582 0.6797 1.7274
H3 -4.4841 -0.4458 2.3300
H4 -4.5437 2.6007 2.7696
H5 -4.6060 1.8418 5.2232
H6 -4.8813 0.2200 4.6365
H7 -6.7057 0.8251 6.1466
H8 -8.1685 1.6263 5.3317
H9 -6.8330 2.5436 6.0524
H10 -2.6293 2.1154 4.2106
H11 -2.3153 2.0535 2.6643
C5 5.1796 0.8130 -0.8520
C6 3.8237 0.2073 -1.1771
C7 3.3143 0.5003 -2.5826
O2 2.0443 -0.1322 -2.6412
C8 1.1029 0.3886 -3.5545
N2 3.9392 -1.2544 -1.0627
H12 5.2487 1.8847 -1.0427
H13 6.0140 0.3010 -1.3299
H14 5.3201 0.6417 0.2210
H15 3.0325 0.5404 -0.4933
H16 3.9920 0.1569 -3.3680
H17 3.1833 1.5848 -2.6830
H18 0.2301 0.8151 -3.0480
H19 0.7279 -0.4526 -4.1430
H20 1.5222 1.1513 -4.2135
H21 4.1335 -1.4912 -0.0884
H22 2.9986 -1.6453 -1.1333
C9 -6.1042 2.7077 -5.0810
C10 -5.1429 3.8931 -5.2676
C11 -4.2858 4.1120 -4.0323
O3 -5.1728 4.4340 -2.9600
C12 -4.6317 4.0836 -1.7189
N3 -4.3035 3.7094 -6.4241
H23 -6.6216 2.3904 -5.9883
H24 -6.8974 2.9952 -4.3936
H25 -5.5122 1.8656 -4.7169
H26 -5.7825 4.7885 -5.3420
H27 -3.6155 4.9741 -4.1575
H28 -3.6634 3.2352 -3.8242
H29 -3.8560 4.7770 -1.3715
H30 -4.3299 3.0404 -1.5820
H31 -5.3748 4.1889 -0.9187
H32 -4.8338 3.5108 -7.2586
H33 -3.6520 4.4658 -6.5730
C13 -0.2720 -5.9220 1.2021
C14 -0.9481 -4.6260 0.8274
C15 -2.1513 -4.7685 -0.0920
O4 -1.7030 -5.3356 -1.3328
C16 -2.7610 -5.4391 -2.2432
N4 -1.2457 -3.7920 1.9791
H34 0.0091 -6.4798 0.3054
H35 -0.9191 -6.6476 1.7129
H36 0.5841 -5.7298 1.8452
H37 -0.2060 -4.1669 0.1645
H38 -2.6095 -3.8122 -0.3784
H39 -2.9714 -5.3623 0.3381
H40 -2.4015 -5.8852 -3.1687
H41 -3.2148 -4.4765 -2.5182
H42 -3.5889 -6.0405 -1.8491
H43 -2.0820 -4.0446 2.4943
H44 -1.3941 -2.8107 1.7212
C17 -0.0935 -1.2058 -0.2498
C18 -0.2954 -0.1616 0.8392
C19 -0.6871 1.1340 0.0978
O5 -0.8522 2.2050 0.9999
C20 -1.2576 3.4019 0.3765
N5 -1.3492 -0.6564 1.7473
H45 -1.0285 -1.7185 -0.5035
H46 0.5795 -1.9946 0.0926
H47 0.2733 -0.8394 -1.2103
H48 0.6047 0.0026 1.4298
H49 -1.6141 0.9853 -0.4750
H50 0.1245 1.3349 -0.6144
H51 -1.0728 4.2490 1.0352
H52 -2.3644 3.4060 0.3416
H53 -0.9263 3.4642 -0.6600
H54 -1.4813 0.0688 2.4503
H55 -2.1672 -0.6771 1.1444
C21 -0.0670 4.4060 -3.7908
C22 1.1650 5.2991 -3.5639
C23 2.1579 4.6551 -2.6119
O6 1.5560 4.4753 -1.3591
C24 2.3326 3.7410 -0.4570
N6 1.8254 5.6539 -4.8216
H56 -0.7588 4.7156 -4.5721
H57 -0.5593 4.1760 -2.8469
H58 0.3007 3.4136 -4.1019
H59 0.6576 6.1460 -3.0750
H60 3.0453 5.3018 -2.5590
H61 2.5005 3.6983 -3.0310
H62 1.8405 3.6052 0.5084
H63 3.2934 4.2311 -0.2758
H64 2.4949 2.6950 -0.7484
H65 2.0960 6.6303 -4.7689
H66 1.1144 5.5959 -5.5430
C25 4.3213 -4.8730 2.2354
C26 4.0028 -3.8414 1.1482
C27 4.2265 -4.3684 -0.2565
O7 3.5198 -5.6168 -0.3328
C28 3.7906 -6.3297 -1.5106
N7 2.6277 -3.3157 1.3105
H67 4.0593 -4.4714 3.2171
H68 5.3715 -5.1636 2.3421
H69 3.7738 -5.7968 2.0461
H70 4.7194 -3.0202 1.2809
H71 5.2898 -4.5528 -0.4375
H72 3.7900 -3.7585 -1.0497
H73 4.7920 -6.1167 -1.9045
H74 3.1192 -6.0848 -2.3398
H75 3.7569 -7.4004 -1.3182
H76 2.0649 -4.0805 0.9246
H77 2.3790 -3.3208 2.2943
C29 3.1579 0.5544 2.5959
C30 4.1038 0.0393 3.6751
C31 3.3581 -0.8825 4.6315
O8 4.2839 -1.3358 5.6210
C32 3.7089 -2.4333 6.3217
N8 5.2092 -0.6668 2.9947
H78 2.9068 -0.1995 1.8445
H79 3.4504 1.4501 2.0422
H80 2.1882 0.8938 2.9865
H81 4.6151 0.8647 4.1709
H82 2.9272 -1.7399 4.1097
H83 2.5872 -0.2942 5.1422
H84 2.8262 -2.0645 6.8493
H85 4.4017 -2.8712 7.0402
H86 3.4957 -3.2460 5.6193
H87 5.9202 -0.7727 3.7141
H88 4.9395 -1.6031 2.7123